9
Properties=species:S:1:pos:R:3:forces:R:3 method="wB97M-V/def2-TZVPD" homo_lumo_gap_ev="7.089 / 7.406" total_charge=0 multiplicity=1 homo_ev="-8.866 / -8.533"
C -0.897874 -0.050427 0.126216 -0.67 3.14 0.35
C 0.072110 -1.138401 0.410166 -0.64 0.63 1.15
O -0.710549 0.372080 -1.221059 -1.11 2.25 -0.90
F 0.092039 -1.292213 1.753801 0.04 -0.58 -0.13
I 1.874269 -1.024476 -0.445583 0.28 -0.52 -0.36
I 3.535412 1.332457 -0.342056 0.34 0.39 0.01
H -0.785114 0.808641 0.958481 0.57 -1.42 -1.76
H -1.951934 -0.231126 0.299406 -0.24 -1.16 -0.01
H -1.228357 1.223464 -1.539376 1.43 -2.73 1.65

=====

63
Properties=species:S:1:pos:R:3:forces:R:3 method="wB97M-V/def2-TZVPD" homo_lumo_gap_ev=4.774 total_charge=0 multiplicity=1 homo_ev=-5.350
C 5.308985 -0.566277 1.660895 0.33 -0.04 -0.03
C 4.031904 0.065937 2.116067 -0.09 0.04 0.27
C 3.801408 1.435888 1.962101 -0.26 -0.23 0.14
C 2.553597 1.990596 2.258854 0.04 -0.56 -0.17
C 2.301834 3.459204 2.120490 0.18 0.43 -0.31
C 1.546797 1.110583 2.665409 -0.11 0.32 0.00
N 0.207267 1.602546 2.780647 0.36 0.21 1.16
C -0.856617 1.120342 2.101248 1.19 -0.24 -3.14
C -0.728081 0.428507 0.827609 -2.76 6.66 2.69
N -1.977894 1.638260 2.656165 -0.54 -0.28 0.77
C -3.338927 1.270534 2.367104 -0.38 0.57 0.22
C -4.044468 0.567834 3.350902 -0.29 -0.29 -0.48
C -3.414508 0.143602 4.637548 -0.06 -0.49 0.54
C -5.372958 0.219590 3.093837 0.29 0.25 -0.13
C -6.005404 0.603112 1.910068 0.22 -0.04 -0.13
C -7.427145 0.188329 1.653758 -0.24 -0.04 -0.08
C -5.298399 1.370096 0.979649 0.09 -0.10 0.41
C -3.977925 1.765250 1.222429 -0.01 -0.45 0.19
C -3.287025 2.692427 0.279612 -0.02 0.27 -0.56
C -1.587139 2.414289 3.748382 -0.65 0.01 -0.11
C -0.260814 2.404738 3.816647 0.53 -0.01 0.16
C 1.788206 -0.221147 3.003632 0.52 -0.11 -0.31
C 0.726188 -1.083499 3.625052 -0.07 -0.47 0.14
C 3.056282 -0.737197 2.711695 -0.37 0.51 0.28
H 5.104593 -1.432905 1.017055 0.03 0.21 0.12
H 5.909563 0.155276 1.099796 0.00 -0.18 0.06
H 5.897749 -0.918149 2.517864 -0.06 0.04 -0.19
H 4.592829 2.084418 1.583215 -0.17 -0.20 0.04
H 1.298415 3.691529 1.747064 0.16 -0.11 0.10
H 2.438100 3.988601 3.074628 -0.08 -0.17 -0.16
H 3.027803 3.881888 1.417466 -0.16 0.01 0.13
H -1.748937 0.385181 0.428724 0.65 -0.58 -0.20
H -0.118239 1.043079 0.145246 -0.05 -0.34 0.25
H -4.127009 -0.504215 5.161086 0.22 0.11 0.01
H -2.499142 -0.443439 4.486654 -0.08 0.23 -0.01
H -3.184227 0.977340 5.314504 -0.01 -0.19 -0.25
H -5.914012 -0.376986 3.830453 0.09 0.20 -0.16
H -7.818933 0.688353 0.761712 0.01 -0.13 0.18
H -7.507994 -0.897563 1.501008 0.06 0.27 0.02
H -8.069675 0.444473 2.506791 0.14 -0.04 -0.21
H -5.779205 1.680170 0.050254 0.08 0.01 0.29
H -4.044135 3.170247 -0.352800 0.22 -0.02 0.08
H -2.731649 3.485636 0.794498 -0.06 -0.23 -0.01
H -2.603577 2.161438 -0.392318 -0.05 0.16 0.15
H -2.319714 2.888364 4.360631 -0.17 0.23 0.18
H 0.408177 2.876184 4.507549 0.08 0.06 0.10
H 1.171697 -2.048371 3.902258 -0.18 0.25 -0.02
H 0.293249 -0.632935 4.531661 0.14 -0.03 -0.29
H -0.104132 -1.311059 2.939260 0.19 0.08 0.19
H 3.267373 -1.782482 2.945849 -0.03 0.25 -0.19
O 2.906995 -3.828164 -2.886077 -0.68 0.71 1.82
N 2.745373 -3.409771 -1.719229 1.55 -0.63 -0.23
O 3.541257 -3.670919 -0.774385 -1.23 0.38 -1.44
C 1.641911 -2.589479 -1.370339 -0.19 0.67 0.07
C 0.683904 -2.026588 -2.183613 0.64 0.50 1.58
C -0.123796 -1.102972 -1.437829 -0.05 1.36 -2.62
N -0.775698 -0.097553 -2.272321 -0.56 -0.32 -0.87
O -1.445227 0.842505 -1.775135 0.96 -1.13 -0.32
O -0.616717 -0.190181 -3.514620 -0.33 0.10 1.73
C 0.221112 -0.953384 -0.066043 -1.53 -4.69 2.13
S 1.587300 -1.957479 0.283981 0.79 -0.71 -0.35
H 0.620207 -2.177259 -3.246867 -0.11 0.03 -0.03
H -0.494950 -0.826796 1.008764 1.85 -2.09 -3.21

=====

22
Properties=species:S:1:pos:R:3:forces:R:3 method="wB97M-V/def2-TZVPD" homo_lumo_gap_ev=7.672 total_charge=0 multiplicity=1 homo_ev=-7.864
C -0.338921 -1.503160 -1.687932 -0.10 -0.34 1.07
C 0.119258 -0.256312 -1.633746 1.44 -0.38 -2.53
C -1.862467 -1.194508 0.263256 2.31 1.16 -3.74
C -0.657465 -1.967596 -0.320479 -1.43 3.48 0.35
C 0.692074 1.704810 0.120544 -2.02 -2.20 -2.19
C 0.154735 0.337451 -0.328454 -0.49 2.90 0.12
C -0.392567 -0.692282 0.543672 -2.35 -2.03 2.90
C 1.964493 2.274925 -0.350293 -0.74 2.42 -1.18
C -0.157809 -0.736201 2.103030 -0.37 0.05 -3.75
S -0.926874 2.252383 -0.791979 1.67 -1.42 1.33
H -0.583050 -2.085682 -2.561043 0.27 0.07 -0.20
H 0.473362 0.147785 -2.563001 -0.08 0.97 0.00
H -2.418333 -0.607867 -0.479358 0.31 -0.11 0.25
H -2.487857 -1.687335 0.904822 -0.95 -0.88 2.30
H -0.480740 -2.934583 -0.018966 0.54 -1.93 0.88
H 0.532927 1.829598 1.135932 -0.34 0.11 1.95
H 1.886401 2.332539 -1.414182 0.16 -0.19 -1.03
H 2.847066 1.717180 -0.147390 0.73 -0.23 0.78
H 1.969739 3.389872 -0.108283 0.48 -1.53 0.30
H 0.757523 -1.121369 2.328338 3.01 -0.61 0.60
H -0.806158 -1.420954 2.527684 -1.73 -1.06 0.84
H -0.285338 0.221303 2.477828 -0.32 1.74 0.96

=====

In order of appearance, calculated total energy = -848.3818 -1925.2982 -748.1889 hartree.
In order of appearance, energy above the lowest of the compared OMol25 structures with the same formula, charge and spin = 1.666 13.257 1.389 eV.
In order of appearance, F_max = 3.50 7.70 4.54 eV/Å.